[1]
The following is a DFT calculation (the ωB97M-V functional and the def2-TZVPD basis) of an isolated ion of composition C4H4ClN2 and charge +1.

* lowest unoccupied orbital energy (alpha / beta): -6.24 / -6.24 eV
* relative energy (zero: lowest compared OMol25 entry of this formula, charge and spin): 65.9 kcal/mol
* net charge: +1
* HOMO level (alpha / beta): -13.957 / -13.956 eV
* HOMO-LUMO gap (alpha / beta): 7.716 / 7.715 eV

Each atom is followed by the atoms it is bonded to, with distances in Å.
Positions of all 11 atoms, in Å:
1 C -0.09002 0.13985 -0.79095  C2 1.617, C3 1.360, N5 1.434, H8 1.151
2 C -1.07918 -0.90327 -0.05136  C1 1.617, C4 1.263, H9 1.069
3 C 0.95178 0.55857 -0.02269  C1 1.360, N5 1.303, N6 1.290
4 C -2.30163 -0.63365 0.11436  C2 1.263, Cl7 1.539
5 N 0.02867 1.45411 -0.23097  C1 1.434, C3 1.303
6 N 2.01424 0.44096 0.70008  C3 1.290, H10 1.069, H11 0.956
7 Cl -3.75148 -0.11904 0.17055  C4 1.539
8 H -0.34678 -0.08009 -1.89156  C1 1.151
9 H -0.41656 -1.70132 0.20881  C2 1.069
10 H 2.78471 -0.24386 0.41634  N6 1.069
11 H 2.20626 1.08773 1.37739  N6 0.956


[2]
The following is a DFT calculation (the ωB97M-V functional and the def2-TZVPD basis) of a 2-piece molecular cluster, C10H15N3O overall.

* lowest unoccupied orbital energy (alpha / beta): 0.84 / -1.99 eV
* relative energy (zero: lowest compared OMol25 entry of this formula, charge and spin): 52.1 kcal/mol
* HOMO level (alpha / beta): -4.300 / -8.536 eV
* 2S+1: 3
* HOMO-LUMO gap (alpha / beta): 5.143 / 6.543 eV
* <S²>: 2.013

Each atom is followed by the atoms it is bonded to, with distances in Å.
Positions of all 29 atoms, in Å:
1 C -2.29159 -1.74679 2.17559  N11 1.277, O14 1.327, H15 1.136
2 C -1.03164 -0.58876 0.94982  C3 1.335, O14 1.370
3 C -0.89124 -1.85688 0.55852  C2 1.335, C7 1.462, N11 1.425
4 C 1.05728 0.67184 -1.73540  C5 1.601, C8 1.491, N12 1.286
5 C -0.36226 1.15638 -1.17664  C4 1.601, C6 1.530, H16 1.038, H17 1.215
6 C -0.09229 1.18999 0.32870  C5 1.530, C9 1.544, N13 1.397
7 C -0.38307 -2.44417 -0.68041  C3 1.462, H18 1.093, H19 1.157, H20 1.097
8 C 1.18313 0.20313 -3.14532  C4 1.491, H21 0.999, H22 1.123, H23 1.036
9 C -0.65187 2.41106 1.08942  C6 1.544, H24 1.011, H25 1.189, H26 1.177
10 C 1.86267 0.49902 1.70348  N13 1.409, H27 1.173, H28 1.185, H29 1.147
11 N -1.78249 -2.60683 1.38009  C1 1.277, C3 1.425
12 N 1.80606 0.47885 -0.70815  C4 1.286, N13 1.361
13 N 1.25228 0.84371 0.48091  C6 1.397, C10 1.409, N12 1.361
14 O -1.84785 -0.50294 2.04683  C1 1.327, C2 1.370
15 H -2.98187 -1.87838 3.06761  C1 1.136
16 H -0.52810 2.04436 -1.68822  C5 1.038
17 H -1.19022 0.30806 -1.44495  C5 1.215
18 H 0.33622 -1.71874 -1.06874  C7 1.093
19 H 0.06542 -3.49672 -0.50721  C7 1.157
20 H -1.13710 -2.71409 -1.42958  C7 1.097
21 H 0.32494 -0.17561 -3.48887  C8 0.999
22 H 2.07025 -0.48408 -3.17628  C8 1.123
23 H 1.46142 1.04496 -3.68159  C8 1.036
24 H -0.19146 3.19836 0.65411  C9 1.011
25 H -0.39411 2.43707 2.24966  C9 1.189
26 H -1.81796 2.40693 0.93004  C9 1.177
27 H 2.71857 1.27111 1.92146  C10 1.173
28 H 1.13103 0.60654 2.62979  C10 1.185
29 H 2.30585 -0.55739 1.76534  C10 1.147